Entry 1:
Formula: C4H9N3
Source: the Open Molecules 2025 dataset
Level of theory: wB97M-V/def2-TZVPD

Last column: Löwdin charge in e.
CARTESIAN COORDINATES (ANGSTROEM)
N1 1.15 2.07 -0.22  0.147
N2 2.87 -0.94 -0.37  0.149
N3 0.83 0.30 0.18  -0.014
C1 1.88 -0.37 -0.19  -0.403
C2 -1.40 0.15 1.06  -0.061
C3 -0.61 -1.44 -0.73  -0.061
C4 -0.53 -0.02 -0.18  -0.450
H1 -0.30 -2.16 0.02  0.086
H2 0.04 -1.56 -1.60  0.079
H3 -1.63 -1.66 -1.03  0.082
H4 1.41 2.40 0.70  0.043
H5 1.99 1.99 -0.78  0.041
H6 -1.37 1.18 1.41  0.072
H7 -0.85 0.69 -0.95  0.133
H8 -1.05 -0.50 1.86  0.081
H9 -2.43 -0.11 0.84  0.076

Computed properties:
Electronic energy ... -8761.5997 eV
Multiplicity ... 1
Relative energy (zero: lowest compared OMol25 entry of this formula, charge and spin) ... 67.5 kcal per mole
Frontier orbital gap ... 9.46 eV
Strongest force on any atom ... 4.8 eV Å⁻¹

---

Entry 2:
Formula: C4H9N3
Source: the Open Molecules 2025 dataset
Level of theory: wB97M-V/def2-TZVPD

Last column: Löwdin charge in e.
CARTESIAN COORDINATES (ANGSTROEM)
N1 0.29 -0.17 1.48  0.041
N2 -1.06 1.71 -0.42  0.146
N3 2.27 0.24 -0.04  0.068
C1 0.03 -1.08 0.46  -0.361
C2 0.23 1.47 -0.16  -0.028
C3 -1.33 -1.43 -0.14  -0.087
C4 0.86 0.25 0.19  -0.568
H1 -1.37 -1.25 -1.22  0.073
H2 0.86 2.35 -0.20  0.131
H3 2.77 0.01 0.82  0.077
H4 -2.13 -0.87 0.36  0.063
H5 -1.54 -2.49 0.02  0.068
H6 0.70 -1.95 0.43  0.119
H7 -1.74 0.97 -0.32  0.080
H8 -1.40 2.66 -0.49  0.111
H9 2.56 -0.40 -0.76  0.069

Computed properties:
Electronic energy ... -8760.8867 eV
Multiplicity ... 1
Relative energy (zero: lowest compared OMol25 entry of this formula, charge and spin) ... 83.9 kcal per mole
Frontier orbital gap (alpha / beta) ... 7.73 / 7.72 eV
Strongest force on any atom ... 1.0 eV Å⁻¹

---

Entry 3:
Formula: C4H9N3
Source: the Open Molecules 2025 dataset
Level of theory: wB97M-V/def2-TZVPD

Last column: Löwdin charge in e.
CARTESIAN COORDINATES (ANGSTROEM)
N1 0.57 0.01 1.24  0.041
N2 -0.49 1.07 -0.57  -0.081
N3 0.67 1.86 -0.10  0.197
C1 -0.08 -0.29 0.01  -0.035
C2 0.98 -0.88 2.23  0.043
C3 -0.46 1.01 -2.02  0.020
C4 1.27 1.28 0.78  0.222
H1 1.74 -1.70 2.02  0.209
H2 -1.44 1.29 -0.08  0.274
H3 0.61 0.83 -2.43  0.168
H4 0.36 -1.67 2.54  0.127
H5 -0.90 -0.99 0.17  0.176
H6 -1.20 0.31 -2.21  0.100
H7 1.18 -0.32 3.14  0.147
H8 0.70 -0.56 -0.88  0.231
H9 -0.57 1.98 -2.60  0.161

Computed properties:
SMILES ... C[N+]1=C=N[N@@H+](C)C1
Electronic energy ... -8737.5753 eV
Multiplicity ... 1
Relative energy (zero: lowest compared OMol25 entry of this formula, charge and spin) ... 188.5 kcal per mole
Frontier orbital gap (alpha / beta) ... 8.83 / 7.81 eV
Charge ... +2
Strongest force on any atom ... 4.3 eV Å⁻¹

---

Entry 4:
Formula: C4H9N3
Source: the Open Molecules 2025 dataset
Level of theory: wB97M-V/def2-TZVPD

Last column: Löwdin spin population.
CARTESIAN COORDINATES (ANGSTROEM)
N1 0.43 0.23 -0.99  0.001
N2 -0.88 -1.62 2.23  0.190
N3 -0.68 0.08 -0.12  0.291
C1 -1.48 1.16 -0.72  0.054
C2 -0.02 -0.99 1.60  1.310
C3 -0.18 1.41 -0.32  0.007
C4 1.70 -0.44 -0.71  0.034
H1 1.27 -1.41 -0.41  0.012
H2 0.36 2.13 0.36  0.005
H3 -0.66 -2.04 3.18  0.048
H4 2.11 0.10 0.15  0.005
H5 2.38 -0.53 -1.63  0.003
H6 -2.38 1.60 -0.24  0.001
H7 0.05 0.09 -1.94  0.003
H8 -1.79 -1.93 2.06  0.029
H9 -1.61 0.98 -1.76  0.006

Computed properties:
Electronic energy ... -8735.9073 eV
Multiplicity ... 3
Relative energy (zero: lowest compared OMol25 entry of this formula, charge and spin) ... 130.8 kcal per mole
Frontier orbital gap (alpha / beta) ... 8.81 / 9.13 eV
Charge ... +2
Strongest force on any atom ... 4.6 eV Å⁻¹

---

Entry 5:
Formula: C4H9N3O
Source: the Open Molecules 2025 dataset
Level of theory: wB97M-V/def2-TZVPD

Last column: Löwdin charge in e.
CARTESIAN COORDINATES (ANGSTROEM)
O1 -0.99 -2.24 -0.79  -0.061
N1 2.04 -0.62 -0.17  0.036
N2 0.89 -0.44 0.55  -0.040
N3 -2.21 0.92 -0.29  0.119
C1 -1.22 0.37 0.27  -0.212
C2 -1.17 -1.63 0.43  -0.178
C3 0.17 0.66 0.29  -0.321
C4 0.74 2.00 -0.10  -0.042
H1 -0.61 -2.08 1.24  0.080
H2 -0.04 -2.20 -1.02  0.083
H3 -0.01 2.78 0.03  0.078
H4 2.84 -0.69 0.45  0.096
H5 1.03 2.02 -1.15  0.078
H6 -2.23 -1.64 0.68  0.069
H7 1.62 2.23 0.51  0.078
H8 2.24 0.04 -0.92  0.085
H9 -3.10 0.49 -0.01  0.053

Computed properties:
Electronic energy ... -10807.1921 eV
Multiplicity ... 1
Relative energy (zero: lowest compared OMol25 entry of this formula, charge and spin) ... 121.5 kcal per mole
Frontier orbital gap (alpha / beta) ... 8.15 / 8.15 eV
Strongest force on any atom ... 4.2 eV Å⁻¹

---

Entry 6:
Formula: C4H9N3O
Source: the Open Molecules 2025 dataset
Level of theory: wB97M-V/def2-TZVPD

Last column: Löwdin charge in e.
CARTESIAN COORDINATES (ANGSTROEM)
O1 2.14 1.63 0.00  0.037
N1 2.18 -0.57 0.26  0.145
N2 -1.97 -0.73 0.30  0.101
N3 0.10 0.51 0.04  -0.032
C1 1.50 0.59 0.06  -0.557
C2 -0.59 1.77 0.30  -0.036
C3 -0.67 -0.64 -0.17  -0.440
C4 -0.21 -1.67 -0.90  0.015
H1 3.16 -0.43 0.44  0.112
H2 0.08 2.63 0.26  0.090
H3 1.72 -1.25 0.85  0.102
H4 -1.37 1.92 -0.46  0.093
H5 0.75 -1.66 -1.39  0.051
H6 -2.44 0.16 0.38  0.074
H7 -1.04 1.73 1.29  0.093
H8 -2.53 -1.42 -0.18  0.101
H9 -0.81 -2.56 -1.08  0.050

Computed properties:
SMILES ... C=C(N)N(C)C(N)=O
Electronic energy ... -10811.7146 eV
Multiplicity ... 1
Relative energy (zero: lowest compared OMol25 entry of this formula, charge and spin) ... 17.2 kcal per mole
Frontier orbital gap ... 8.77 eV
Strongest force on any atom ... 2.7 eV Å⁻¹